# 1
# C8H10N2O2

2 unconnected molecules or ions with the total composition C8H10N2O2 at a distorted geometry (wB97M-V/def2-TZVPD, the OMol25 dataset).

Properties
* largest force on an atom: 0.066 Eh/bohr
* charge: 0
* energy above the lowest of the compared OMol25 structures with the same formula, charge and spin: 94.98 kcal per mole
* SMILES: O=C1C=CC(O)=N1.CCC=C=N
* multiplicity: 1

The geometry in XYZ format:
```
22
Properties=species:S:1:pos:R:3:forces:R:3:nbo_charge:R:1
O 2.024849 -0.235691 1.948883 0.545 0.805 -0.395 -0.4757
C 2.307308 0.360388 0.942736 -0.145 -0.183 -0.349 0.6410
C 3.510587 1.267325 0.644004 0.723 1.689 -1.237 -0.2311
C 3.381187 1.617129 -0.666182 0.318 -1.715 1.670 -0.2882
C 2.274091 0.796458 -1.212832 -0.779 -0.232 3.306 0.5727
O 1.989530 0.687652 -2.480860 -2.714 -0.754 0.664 -0.6246
N 1.569988 0.233642 -0.266145 0.860 0.213 -1.831 -0.5485
H 4.312233 1.693377 1.297621 -1.097 -0.765 -0.357 0.2420
H 3.980841 2.191132 -1.314456 0.853 0.825 -0.235 0.2192
H 2.700218 0.796193 -3.053963 2.141 0.680 -1.407 0.4958
C -1.521282 -3.031861 2.152734 -0.351 -1.592 0.088 -0.6010
C -0.299952 -2.472107 1.511357 1.595 0.740 -0.171 -0.3988
C -0.710395 -1.347102 0.560923 1.023 -1.721 -0.667 -0.4360
C -0.601717 -1.419788 -0.756662 -0.731 0.314 1.823 0.4704
N -0.814921 -1.521104 -1.941923 -0.251 -0.413 -1.376 -0.6689
H -1.235005 -3.757159 2.919796 -0.126 0.083 0.201 0.1973
H -1.938387 -3.643602 1.333074 -0.729 0.391 0.594 0.2044
H -2.239825 -2.328298 2.577252 0.120 0.031 -0.250 0.2044
H 0.502631 -2.123852 2.248825 -1.199 -0.228 -0.973 0.2163
H 0.154831 -3.314724 0.959236 0.047 0.492 0.070 0.1964
H -0.928611 -0.451531 1.072266 -0.275 1.153 -0.031 0.2324
H -0.164837 -1.385699 -2.720291 0.173 0.186 0.865 0.3802
```
Positions in Å, forces in eV/Å.

***

# 2
# C47H50N4P

2 unconnected molecules or ions with the total composition C47H50N4P at a distorted geometry (wB97M-V/def2-TZVPD, the OMol25 dataset).

Properties
* largest force on an atom: 0.034 Eh/bohr
* charge: +1
* energy above the lowest of the compared OMol25 structures with the same formula, charge and spin: 0.00 kcal per mole
* multiplicity: 1

The geometry in XYZ format:
```
102
Properties=species:S:1:pos:R:3:forces:R:3:lowdin_charge:R:1
C -7.271944 6.493518 4.001358 -0.289 0.045 0.047 -0.0521
C -5.880195 5.941002 4.098085 0.351 0.002 -0.012 -0.2622
C -4.917796 6.354667 3.176962 -0.033 -0.244 0.309 -0.0081
C -3.608503 5.879773 3.224766 -0.254 -0.133 0.388 -0.1964
C -2.648827 6.369332 2.185742 0.267 0.122 -0.365 -0.0368
C -3.251886 4.961303 4.236683 -0.525 -0.061 -0.562 -0.2001
N -1.946674 4.357288 4.233221 -0.315 1.393 0.715 -0.2729
P -0.604214 4.994722 5.131738 -0.146 -1.335 -0.475 1.0474
H -0.732429 3.973408 6.202512 0.065 0.329 -0.170 -0.0741
N 0.477148 4.102234 4.103472 0.411 1.336 1.083 -0.2632
C 1.837392 4.490228 3.832402 0.411 -0.262 -0.644 -0.2037
C 2.882641 3.813685 4.489981 -0.073 0.411 -0.517 -0.2048
C 2.612487 2.792466 5.547968 0.238 -0.318 0.291 -0.0496
C 4.197239 4.051296 4.087118 -0.130 0.254 -0.103 -0.0049
C 4.489716 4.935746 3.043593 -0.231 -0.003 0.063 -0.2599
C 5.911417 5.194798 2.632549 0.218 0.008 -0.082 -0.0505
C 3.437928 5.570940 2.378760 0.273 -0.172 0.347 -0.0023
C 2.113732 5.361136 2.755889 0.149 -0.375 0.301 -0.1994
C 1.029659 6.005809 1.952698 -0.152 0.302 -0.333 -0.0437
C -0.209325 3.311470 3.201609 -1.169 -0.453 -0.592 -0.1566
C -1.547926 3.473704 3.250899 0.930 -0.624 -0.374 -0.1467
C -4.215532 4.512118 5.160587 0.136 0.373 -0.487 -0.1988
C -3.882545 3.466612 6.179260 -0.151 -0.299 0.287 -0.0359
C -5.513824 5.021158 5.086749 0.077 0.196 -0.200 -0.0032
H -7.912360 6.051403 4.770373 0.004 0.129 -0.153 0.0751
H -7.272906 7.585290 4.130997 0.003 -0.283 0.011 0.0879
H -7.714516 6.287166 3.016526 0.110 0.012 0.262 0.0881
H -5.200106 7.054781 2.388528 0.082 -0.139 0.180 0.1288
H -1.763231 5.739244 2.115354 -0.040 0.107 -0.002 0.0381
H -3.128683 6.383104 1.197506 0.091 -0.040 0.248 0.0935
H -2.328827 7.402685 2.384395 -0.036 -0.258 0.069 0.0964
H 3.568650 2.385441 5.891422 -0.188 0.005 0.050 0.0830
H 2.105992 3.212093 6.422236 0.001 0.056 -0.099 0.0666
H 2.016772 1.950064 5.176816 -0.018 0.195 -0.027 0.0817
H 5.012847 3.522268 4.586865 -0.222 0.161 -0.126 0.1227
H 5.941991 5.905205 1.796584 0.088 -0.197 0.227 0.0778
H 6.488218 5.616406 3.469400 -0.130 -0.124 -0.267 0.0883
H 6.405453 4.263971 2.316243 -0.098 0.278 0.096 0.0879
H 3.663700 6.230407 1.535277 -0.120 -0.185 0.304 0.1204
H 1.473569 6.635842 1.172796 -0.098 -0.085 0.205 0.0847
H 0.412164 5.262888 1.436142 -0.014 0.082 0.198 0.0791
H 0.381181 6.646972 2.559514 0.021 -0.176 -0.026 0.0731
H 0.336659 2.694980 2.510455 0.069 -0.097 -0.067 0.1245
H -2.278026 3.034256 2.591577 -0.048 -0.111 0.064 0.1280
H -4.794297 3.220280 6.734159 0.175 -0.039 0.008 0.0810
H -3.505411 2.538183 5.732090 0.006 0.224 -0.023 0.0941
H -3.138423 3.809648 6.904652 -0.079 0.012 -0.226 0.0424
H -6.261497 4.677191 5.805152 0.182 0.084 -0.195 0.1160
C -0.721051 -3.048016 9.095827 -0.282 0.228 -0.072 -0.0446
N -0.884271 -2.206854 7.897518 0.813 -0.035 0.637 -0.1221
C -1.805001 -2.733559 6.935915 -0.407 -0.064 -0.688 -0.2416
C -3.130045 -3.009048 7.312918 0.357 0.163 -0.313 -0.0235
C -4.033044 -3.480214 6.362713 0.217 -0.096 -0.135 -0.0743
C -3.601294 -3.732009 5.053556 0.085 0.101 0.116 -0.0796
C -2.269029 -3.494810 4.690310 -0.239 0.042 0.133 -0.0754
C -1.370411 -2.977966 5.622560 -0.297 -0.036 0.546 -0.0124
C -0.916586 -0.804195 8.117881 -0.097 -0.069 -0.126 -0.1879
C -0.078524 0.033189 7.351570 -0.416 -0.143 -0.028 0.0336
C -0.204824 1.397790 7.460368 0.211 0.401 0.192 0.0057
C -1.104990 2.008247 8.382293 -0.075 -0.469 -0.172 -0.1872
C -1.193240 3.432382 8.405488 0.630 -0.136 1.472 0.0370
C -2.043374 4.242162 9.215113 -0.956 0.724 -0.669 -0.2031
C -1.673669 5.608848 9.390497 0.475 -0.442 0.123 0.0124
C -2.305664 6.421787 10.305575 -0.432 0.165 -0.077 0.0251
C -3.365089 5.916170 11.081716 0.227 -0.028 -0.076 -0.1837
N -4.118810 6.807596 11.899416 0.688 0.147 0.773 -0.1272
C -4.111761 6.540812 13.349980 0.075 -0.144 -0.323 -0.0392
C -5.395263 7.206219 11.377772 -0.413 0.076 -0.553 -0.2467
C -6.512044 6.369497 11.519600 0.182 0.325 -0.246 -0.0282
C -7.727540 6.743591 10.949502 0.068 0.269 0.031 -0.0741
C -7.840404 7.974705 10.289520 0.151 -0.070 0.014 -0.0796
C -6.732086 8.825996 10.183982 -0.168 -0.224 0.022 -0.0748
C -5.501958 8.438082 10.710364 -0.068 -0.508 0.366 -0.0100
C -3.712677 4.553958 10.956732 -0.263 0.035 -0.358 0.0236
C -3.247410 3.826684 9.870623 0.696 -0.423 0.581 0.0056
C -1.813714 1.141169 9.261848 0.030 -0.124 -0.279 0.0166
C -1.739792 -0.235908 9.106061 0.002 0.266 0.001 0.0200
H 0.062035 -2.635957 9.738957 -0.104 -0.040 -0.153 0.0969
H -1.649079 -3.132526 9.675654 0.129 -0.077 0.087 0.0735
H -0.427380 -4.050769 8.775291 -0.025 0.169 0.025 0.1007
H -3.436482 -2.845252 8.349350 0.000 -0.016 -0.379 0.1087
H -5.068989 -3.657252 6.653307 0.273 -0.022 -0.151 0.1074
H -4.309336 -4.116114 4.315349 0.266 0.118 0.248 0.1074
H -1.927070 -3.713863 3.678699 -0.143 0.069 0.248 0.1074
H -0.324746 -2.786907 5.373438 -0.341 -0.054 0.030 0.1142
H 0.647416 -0.415708 6.672270 -0.310 0.112 0.148 0.1270
H 0.429179 2.045001 6.854266 -0.310 -0.168 0.041 0.0766
H -0.312927 3.957485 8.030948 -0.397 -0.152 -0.098 0.0938
H -0.845370 5.989578 8.796103 -0.039 -0.023 0.197 0.1225
H -2.013697 7.464675 10.431406 -0.164 -0.285 -0.094 0.1293
H -4.706402 7.317248 13.839456 0.139 -0.153 -0.099 0.1020
H -4.536522 5.560864 13.605942 0.001 0.049 0.079 0.0774
H -3.085895 6.587590 13.729426 -0.162 -0.009 -0.078 0.0926
H -6.414845 5.430167 12.069522 -0.089 0.269 -0.226 0.1084
H -8.585263 6.075182 11.031782 0.177 0.256 -0.024 0.1071
H -8.798353 8.270744 9.854569 0.339 -0.090 0.168 0.1072
H -6.824807 9.794737 9.691737 -0.019 -0.295 0.104 0.1079
H -4.618499 9.077548 10.652595 -0.303 -0.195 -0.040 0.1163
H -4.397424 4.112702 11.685385 -0.248 0.243 -0.646 0.1217
H -3.772939 2.923548 9.545483 0.384 0.185 0.368 0.1225
H -2.385216 1.559336 10.083898 0.070 -0.173 -0.192 0.1044
H -2.350177 -0.892133 9.729301 0.283 0.248 -0.077 0.1217
```
Positions in Å, forces in eV/Å.

***

# 3
# C5H4O2

2 unconnected molecules or ions with the total composition C5H4O2 at a distorted geometry (wB97M-V/def2-TZVPD, the OMol25 dataset).

Properties
* largest force on an atom: 0.031 Eh/bohr
* charge: 0
* energy above the lowest of the compared OMol25 structures with the same formula, charge and spin: 40.51 kcal per mole
* multiplicity: 1

The geometry in XYZ format:
```
11
Properties=species:S:1:pos:R:3:forces:R:3:nbo_charge:R:1
O -0.675222 3.009667 -0.251495 0.435 -0.943 -0.229 -0.4909
C -0.176932 2.016031 -0.472853 -0.705 1.421 -0.071 0.5146
C -1.458983 -0.638299 -0.143331 0.158 -0.061 0.040 -0.4064
C -0.236340 -1.167385 -0.232569 -0.165 0.018 -0.037 -0.1768
C 1.052554 -0.711038 0.303978 0.060 0.087 0.044 -0.5861
C 1.591581 0.477539 0.516994 0.568 0.355 0.270 0.7372
O 2.225999 1.427194 0.767607 -0.555 -0.855 -0.121 -0.4665
H -1.690615 0.261261 0.417965 0.094 -0.151 -0.030 0.1889
H -2.293923 -1.116470 -0.648893 0.165 0.025 0.123 0.2058
H -0.143037 -2.109701 -0.770325 -0.016 0.134 0.033 0.2076
H 1.804870 -1.469462 0.508419 -0.038 -0.029 -0.021 0.2726
```
Positions in Å, forces in eV/Å.

***

Number 1: HOMO level -0.2707 Ha, Kohn-Sham gap 6.23 eV. Number 2: HOMO level -0.3321 Ha, Kohn-Sham gap 3.99 eV. Number 3: HOMO level -0.3151 Ha, Kohn-Sham gap 9.17 eV.